ORCA calculation (wB97M-V/def2-TZVPD) on a single C4H6O molecule at a distorted geometry.

As for the HOMO-LUMO gap: 10.9 eV. For the relative energy (zero: lowest compared OMol25 entry of this formula, charge and spin), the calculation gives 0.676 eV. As for the highest occupied orbital energy: -9.80 eV. The value obtained for the largest force on an atom is 2.85 eV/Å.

Positions of all 11 atoms, in Å:
C (0.9605, -0.4285, 1.1143)
C (0.3690, -0.4016, -0.2273)
C (-0.0837, 0.8724, -0.8535)
C (-1.0782, -0.0173, -0.2371)
H (0.6244, 0.4199, 1.7634)
H (0.7301, -1.3181, -0.7654)
H (-0.0041, 0.7820, -1.9352)
H (0.1084, 1.8044, -0.3273)
H (-1.5750, 0.3253, 0.7461)
H (-1.7493, -0.7050, -0.7666)
O (1.6979, -1.3337, 1.4887)

Löwdin population analysis, charges in e, atoms 1 to 8: number 1, C, carries -0.254; number 2, C, carries -0.284; number 3, C, carries -0.115; number 4, C, carries -0.144; number 5, H, carries 0.134; number 6, H, carries 0.165; number 7, H, carries 0.112; number 8, H, carries 0.113